Record 1
The following is a quantum chemistry calculation of 3 unconnected molecules or ions with the total composition C26H38O10P2S in a non-equilibrium geometry, from OMol25.

Geometry (Å):
O -5.169 0.371 3.556
C -4.354 -0.474 3.260
C -3.226 -0.874 4.167
C -3.425 -0.987 5.530
C -2.353 -1.404 6.311
C -1.133 -1.695 5.722
C -0.922 -1.552 4.359
C -1.989 -1.138 3.580
C -1.911 -0.982 2.094
O -0.971 -0.473 1.523
C -3.131 -1.470 1.371
C -3.016 -2.168 0.181
C -4.184 -2.629 -0.415
S -4.067 -3.555 -1.937
C -5.416 -2.385 0.176
C -5.530 -1.671 1.359
C -4.368 -1.218 1.960
H -4.385 -0.770 5.977
H -2.487 -1.522 7.378
H -0.317 -2.033 6.347
H 0.040 -1.768 3.915
H -2.037 -2.334 -0.247
H -3.932 -4.788 -1.427
H -6.312 -2.764 -0.296
H -6.487 -1.484 1.825
O 3.022 3.119 3.235
P 2.109 3.848 2.337
O 2.391 3.402 0.819
C 2.187 2.030 0.465
C 0.715 1.667 0.417
O 2.690 5.359 2.291
C 3.749 5.777 3.150
C 5.095 5.631 2.470
O 0.586 4.355 2.162
C -0.373 4.075 3.205
C 0.041 4.669 4.537
H 2.722 1.382 1.163
H 2.638 1.896 -0.518
H 0.284 1.657 1.418
H 0.571 0.678 -0.012
H 0.155 2.395 -0.173
H 3.723 5.233 4.093
H 3.565 6.829 3.378
H 5.234 4.621 2.085
H 5.905 5.855 3.166
H 5.168 6.313 1.622
H -0.511 2.993 3.292
H -1.319 4.501 2.878
H 0.949 4.191 4.917
H -0.746 4.528 5.279
H 0.250 5.734 4.435
O 2.704 -2.438 -4.513
P 1.256 -2.375 -4.776
O 0.467 -2.314 -3.375
C 0.693 -1.207 -2.500
C 0.066 0.076 -3.014
O 0.853 -3.870 -5.248
C 1.844 -4.866 -5.497
C 2.086 -5.716 -4.266
O 0.130 -1.700 -5.716
C 0.539 -0.795 -6.764
C 1.472 -1.457 -7.759
H 1.767 -1.075 -2.338
H 0.246 -1.478 -1.544
H 0.597 0.447 -3.895
H 0.105 0.852 -2.251
H -0.972 -0.085 -3.304
H 2.769 -4.414 -5.852
H 1.458 -5.491 -6.305
H 2.313 -5.097 -3.399
H 2.914 -6.407 -4.431
H 1.194 -6.296 -4.024
H 1.011 0.086 -6.322
H -0.372 -0.466 -7.260
H 2.425 -1.721 -7.291
H 1.683 -0.785 -8.590
H 1.032 -2.376 -8.146

electronic energy = -2846.9785 Eh
charge = 0
LUMO level = -0.8 eV


Record 2
The following is a quantum chemistry calculation of a single C26H38O6 molecule, from OMol25.

Geometry (Å):
C -6.870 -1.407 -1.235
C -5.509 -1.999 -0.891
C -5.173 -1.816 0.587
C -3.805 -2.401 0.941
C -2.675 -1.806 0.124
O -1.889 -2.476 -0.493
O -2.689 -0.475 0.215
C -1.762 0.430 -0.404
C -2.535 1.727 -0.621
O -2.083 2.668 -1.233
C -3.944 1.806 -0.082
O -4.503 3.063 -0.315
H -3.855 3.561 -0.843
H -4.541 1.028 -0.580
H -3.937 1.590 0.993
C -1.162 0.018 -1.761
H -1.804 0.355 -2.576
H -1.088 -1.064 -1.820
C 0.225 0.676 -1.820
H 0.984 -0.083 -2.002
H 0.270 1.397 -2.634
C 0.448 1.386 -0.471
H 0.128 2.426 -0.588
C -0.522 0.709 0.510
C -0.911 1.599 1.689
H -0.074 1.692 2.372
H -1.742 1.152 2.231
H -1.206 2.591 1.352
C 0.054 -0.621 1.014
H 0.043 -1.363 0.218
H -0.565 -0.992 1.834
C 1.496 -0.523 1.527
O 1.500 0.250 2.707
H 2.332 0.118 3.170
C 2.408 0.026 0.407
C 1.905 1.425 0.021
C 2.769 2.099 -1.047
C 4.256 2.075 -0.680
C 4.599 0.635 -0.484
C 5.322 -0.040 -1.383
C 5.492 -1.491 -1.388
O 6.255 -2.066 -2.135
C 4.578 -2.220 -0.426
C 4.466 -1.446 0.881
H 5.467 -1.382 1.316
H 3.841 -2.000 1.583
C 3.937 -0.009 0.711
C 4.343 0.768 1.979
H 4.281 0.126 2.857
H 5.382 1.084 1.891
H 3.730 1.648 2.141
H 3.601 -2.321 -0.906
H 4.965 -3.225 -0.250
H 5.799 0.484 -2.201
H 4.846 2.508 -1.489
H 4.426 2.660 0.223
H 2.649 1.579 -1.998
H 2.435 3.129 -1.183
H 1.919 2.044 0.924
H 2.264 -0.639 -0.449
H 1.808 -1.551 1.770
H -3.793 -3.478 0.770
H -3.589 -2.212 1.995
H -5.189 -0.755 0.838
H -5.933 -2.314 1.194
H -4.739 -1.520 -1.501
H -5.502 -3.063 -1.134
H -7.653 -1.891 -0.655
H -6.894 -0.341 -1.015
H -7.092 -1.544 -2.290

electronic energy = -1465.0061 Eh
energy relative to the best compared isomer or geometry (same formula, charge and spin) = 0.263 eV
charge = 0
LUMO level = 0.5 eV


Record 3
The following is a quantum chemistry calculation of a molecular structure, C26H39F5NO5S6SbSi3Tc in a non-equilibrium geometry, from OMol25.

Geometry (Å):
Tc -0.269 -0.425 -0.249
F -3.799 3.546 5.151
C -3.443 2.669 4.238
C -2.129 2.255 4.154
F -1.224 2.740 4.990
C -1.760 1.329 3.203
F -0.486 0.948 3.209
C -2.680 0.803 2.301
S -2.422 -0.470 1.079
C -3.999 1.232 2.422
F -4.926 0.763 1.591
C -4.382 2.154 3.369
F -5.642 2.549 3.444
C 2.458 -0.721 -2.014
O 1.204 -0.024 -1.771
Si 0.205 0.675 -2.954
C 0.038 -0.479 -4.395
C 1.111 2.161 -3.583
C -1.219 0.820 -1.696
Si -2.869 0.338 -2.589
C -2.914 1.629 -3.953
C -2.862 -1.387 -3.294
C -4.473 0.413 -1.646
Si -1.342 2.576 -0.962
C -0.016 2.708 0.353
C -3.022 2.921 -0.230
C -1.056 3.976 -2.154
H 2.748 -0.585 -3.058
H 2.330 -1.785 -1.824
H 3.224 -0.311 -1.370
H 0.802 -0.228 -5.136
H -0.935 -0.398 -4.885
H 0.183 -1.520 -4.093
H 1.902 1.810 -4.255
H 1.576 2.749 -2.785
H 0.455 2.820 -4.167
H -1.927 1.847 -4.384
H -3.334 2.573 -3.583
H -3.561 1.281 -4.767
H -1.884 -1.826 -3.483
H -3.417 -1.378 -4.244
H -3.393 -2.049 -2.607
H -4.859 1.423 -1.485
H -4.434 -0.110 -0.688
H -5.202 -0.129 -2.264
H 0.127 1.792 0.937
H -0.268 3.496 1.073
H 0.959 2.951 -0.086
H -3.482 2.057 0.244
H -3.709 3.272 -1.010
H -2.934 3.724 0.515
H -0.071 3.977 -2.623
H -1.146 4.901 -1.570
H -1.813 4.013 -2.947
S -3.810 -3.599 -0.548
Sb -1.738 -4.360 -0.237
S -0.684 -1.504 1.916
S -0.380 -2.401 -1.216
S -1.257 -3.371 2.148
C 3.356 7.085 -0.056
C 3.978 5.727 0.142
C 4.948 5.515 1.121
C 5.498 4.262 1.321
C 5.071 3.205 0.526
C 4.119 3.389 -0.468
C 3.583 4.652 -0.655
S 5.743 1.611 0.807
O 5.196 0.742 -0.202
O 7.157 1.691 0.997
N 5.128 1.235 2.282
C 3.730 0.794 2.413
C 3.463 -0.674 2.015
C 2.039 -0.940 1.610
O 1.462 -1.948 2.046
O 1.455 -0.090 0.804
H 3.737 7.806 0.665
H 2.272 7.029 0.057
H 3.562 7.465 -1.059
H 5.281 6.348 1.731
H 6.261 4.098 2.076
H 3.825 2.546 -1.086
H 2.847 4.820 -1.436
H 5.811 0.690 2.804
H 3.110 1.452 1.804
H 3.450 0.946 3.453
H 3.699 -1.362 2.819
H 4.080 -0.911 1.147

electronic energy = -5522.9547 Eh
energy relative to the best compared isomer or geometry (same formula, charge and spin) = 0.443 eV
charge = +1
LUMO level (spin up / spin down) = -5.6 / -5.6 eV


Record 4
The following is a quantum chemistry calculation of a molecular structure, C26H39IrN2O4P2 in a non-equilibrium geometry, from OMol25.

Geometry (Å):
C -0.742 0.773 -4.244
C -0.734 0.232 -2.952
N 0.080 0.760 -2.003
C 0.824 1.848 -2.268
C 0.810 2.447 -3.530
C 0.027 1.894 -4.536
C -1.605 -0.908 -2.560
P -1.938 -0.832 -0.765
Ir 0.042 -0.093 0.086
P 1.877 1.185 0.187
C 1.681 2.430 -1.162
O -0.541 -3.261 -2.920
O 0.493 -3.316 -0.671
H -1.386 0.300 -4.980
H 1.432 3.328 -3.680
H 0.013 2.335 -5.531
C -3.333 0.290 -0.489
C -2.503 -2.454 -0.207
H 2.667 2.728 -1.544
H 1.209 3.329 -0.732
H -1.046 -2.047 -2.818
H -2.548 -0.905 -3.115
C 2.264 2.116 1.681
C 3.411 0.293 -0.223
H 0.584 -2.311 -0.362
H 0.412 -3.876 0.119
H -0.058 -3.414 -1.952
H 0.138 -3.268 -3.613
H -0.746 1.261 0.465
H 1.114 -1.204 -0.344
H -4.209 -0.048 -1.061
H -3.567 0.291 0.585
H -3.055 1.307 -0.796
H -3.406 -2.741 -0.761
H -1.714 -3.201 -0.360
H -2.727 -2.386 0.865
H 4.249 0.998 -0.307
H 3.613 -0.435 0.573
H 3.276 -0.241 -1.171
H 3.106 2.801 1.514
H 1.373 2.671 1.994
H 2.515 1.399 2.472
C 4.051 0.076 4.884
C 3.273 -1.039 4.235
C 3.870 -1.761 3.201
C 3.197 -2.807 2.568
C 1.901 -3.111 2.953
C 1.271 -2.363 3.954
N -0.022 -2.765 4.304
C -1.141 -1.999 4.625
C -2.088 -2.500 5.533
C -3.124 -1.687 5.979
C -3.262 -0.379 5.496
C -2.365 0.109 4.550
C -1.342 -0.716 4.087
C -0.406 -0.200 3.028
O 0.156 0.887 3.232
O -0.279 -0.979 1.992
C 1.971 -1.354 4.653
C 1.347 -0.649 5.812
H 3.556 1.051 4.765
H 4.199 -0.095 5.959
H 5.045 0.152 4.426
H 4.890 -1.501 2.910
H 3.681 -3.384 1.782
H 1.341 -3.930 2.488
H -0.188 -3.766 4.303
H -1.960 -3.519 5.910
H -3.835 -2.074 6.713
H -4.067 0.269 5.851
H -2.426 1.120 4.142
H 0.654 0.129 5.464
H 0.798 -1.337 6.466
H 2.109 -0.148 6.415

electronic energy = -2211.1864 Eh
charge = +1
2S+1 = 6
LUMO level (spin up / spin down) = -2.6 / -6.5 eV